{
  "formula": "C40H67IrN5OPSSb2",
  "method": "wB97M-V/def2-TZVPD",
  "symbols": ["Ir", "O", "N", "C", "C", "C", "C", "C", "S", "H", "H", "H", "H", "C", "Sb", "C", "C", "C", "C", "C", "C", "C", "C", "C", "Sb", "C", "C", "H", "H", "H", "H", "H", "H", "H", "H", "H", "H", "H", "H", "H", "H", "H", "H", "H", "H", "H", "H", "C", "C", "C", "C", "N", "C", "N", "N", "N", "H", "H", "H", "H", "H", "H", "H", "H", "H", "H", "C", "C", "C", "C", "C", "C", "P", "C", "C", "C", "C", "C", "C", "C", "C", "C", "C", "C", "C", "H", "H", "H", "H", "H", "H", "H", "H", "H", "H", "H", "H", "H", "H", "H", "H", "H", "H", "H", "H", "H", "H", "H", "H", "H", "H", "H", "H", "H", "H", "H", "H", "H"],
  "positions_angstrom": [[-0.024779, -0.090766, -0.246772], [0.040312, 1.852521, 1.107190], [-0.666880, 1.766374, 2.233502], [-0.811433, 2.910141, 2.943501], [-1.494335, 2.943860, 4.127868], [-2.052033, 1.762531, 4.620032], [-1.886368, 0.605148, 3.897196], [-1.185161, 0.591733, 2.685917], [-0.915348, -0.893602, 1.819564], [-0.322594, 3.758491, 2.492432], [-1.584045, 3.879894, 4.660361], [-2.594154, 1.753101, 5.555427], [-2.289219, -0.335810, 4.245554], [2.314353, -0.452243, 3.335555], [2.558161, 0.158802, 1.302937], [3.415404, 2.070070, 1.738731], [4.362724, -0.926906, 0.794496], [5.185974, -0.061625, -0.099776], [6.305035, 0.587343, 0.425677], [7.076147, 1.449019, -0.336015], [6.735292, 1.676661, -1.660028], [5.635302, 1.031276, -2.197063], [4.840948, 0.166664, -1.440194], [3.690576, -0.516717, -2.122996], [1.761011, 0.505876, -2.180915], [2.469555, 2.510850, -2.058036], [1.650856, 0.503630, -4.321249], [2.097144, -1.516681, 3.396829], [1.486926, 0.099967, 3.781556], [3.233050, -0.227757, 3.877477], [4.488687, 1.995291, 1.901902], [2.928992, 2.435239, 2.644440], [3.216055, 2.777346, 0.936307], [4.039285, -1.840008, 0.288303], [4.901346, -1.222782, 1.694939], [6.577466, 0.399440, 1.458630], [7.942046, 1.930904, 0.099196], [7.330659, 2.338416, -2.275478], [5.387957, 1.187843, -3.242208], [3.534216, -1.537182, -1.772707], [3.916568, -0.584462, -3.189559], [3.209955, 2.638348, -2.846783], [2.935169, 2.735977, -1.101284], [1.631493, 3.184885, -2.233242], [2.428591, 1.189639, -4.659451], [0.686570, 0.863195, -4.676830], [1.855922, -0.482366, -4.727342], [-2.019234, 6.032451, -1.791505], [-3.146001, 5.390345, -0.989477], [-2.712005, 5.109368, 0.443361], [-3.681213, 4.129966, -1.672532], [-2.683722, 3.064140, -1.758607], [-2.322658, 2.146485, -0.860327], [-1.322479, 1.464291, -1.364066], [-1.069439, 1.994270, -2.570518], [-1.873917, 2.956411, -2.817934], [-1.704479, 6.963010, -1.318461], [-2.330586, 6.257430, -2.812222], [-1.146862, 5.376476, -1.842501], [-3.995468, 6.079268, -0.968634], [-1.822734, 4.473239, 0.453759], [-3.499778, 4.620190, 1.022717], [-2.452949, 6.040977, 0.948161], [-3.986058, 4.343476, -2.694951], [-4.536691, 3.723793, -1.133394], [-2.789432, 1.990963, 0.096765], [-1.338465, -2.852593, -5.625321], [-2.154903, -1.657510, -5.105359], [-1.633797, -1.146585, -3.750438], [-1.015325, -2.307746, -2.972241], [0.264769, -2.789459, -3.669982], [0.120668, -2.724552, -5.202478], [-0.855891, -2.016737, -1.164392], [-2.578735, -2.375307, -0.548191], [-3.456761, -1.109159, -0.491139], [-4.905695, -1.493542, -0.204770], [-5.512822, -2.267017, -1.389301], [-4.431880, -3.036606, -2.161795], [-3.347985, -3.538822, -1.212241], [0.094414, -3.443262, -0.494032], [-0.313247, -4.853079, -0.959003], [0.818833, -5.862529, -0.708231], [1.557663, -5.529133, 0.584513], [2.295691, -4.183244, 0.448516], [1.614792, -3.270376, -0.579838], [-1.416970, -2.914435, -6.711220], [-1.749595, -3.790667, -5.239381], [-3.203413, -1.949903, -5.011850], [-2.127216, -0.839800, -5.829589], [-2.441869, -0.665992, -3.197394], [-0.875530, -0.374675, -3.893265], [-1.726798, -3.140725, -3.014304], [0.468101, -3.821392, -3.366082], [1.133066, -2.203813, -3.342703], [0.730606, -3.505847, -5.658900], [0.503511, -1.777597, -5.585575], [-2.391762, -2.664308, 0.490607], [-3.414323, -0.556916, -1.434384], [-3.070559, -0.447245, 0.282503], [-5.499638, -0.603940, 0.017181], [-4.930954, -2.107868, 0.700841], [-6.027919, -1.579700, -2.064005], [-6.270780, -2.962305, -1.022687], [-3.979084, -2.388370, -2.916693], [-4.873032, -3.872500, -2.706615], [-2.686766, -4.241230, -1.721349], [-3.823183, -4.120541, -0.416690], [-0.154677, -3.360354, 0.573992], [-0.578683, -4.867355, -2.022255], [-1.207268, -5.162933, -0.411449], [1.526331, -5.847896, -1.542453], [0.403237, -6.870618, -0.678047], [2.258466, -6.320241, 0.851798], [0.830059, -5.479323, 1.401227], [3.333801, -4.348433, 0.149391], [2.328922, -3.679651, 1.419781], [1.958625, -3.517331, -1.586766], [1.887976, -2.230555, -0.396967]],
  "forces_ev_per_a": [[0.39, -0.15, -0.06], [0.01, -0.25, -0.23], [-0.06, -0.19, 0.26], [0.02, 0.02, -0.02], [-0.04, 0.06, 0.05], [0.10, -0.06, -0.13], [-0.10, 0.03, 0.14], [0.31, -0.16, -0.36], [-0.11, 0.70, -0.17], [-0.01, 0.06, -0.03], [0.02, -0.02, -0.02], [0.00, 0.00, -0.01], [0.00, 0.01, -0.02], [0.05, 0.04, -0.01], [-0.16, -0.20, 0.01], [-0.13, 0.07, 0.07], [-0.07, -0.21, -0.08], [0.12, 0.10, 0.03], [0.02, 0.00, -0.01], [-0.01, -0.02, 0.05], [0.00, 0.01, -0.04], [-0.05, 0.01, 0.00], [0.03, 0.07, -0.07], [-0.11, -0.08, -0.16], [0.01, 0.07, 0.20], [-0.04, -0.02, -0.01], [-0.08, 0.13, 0.03], [-0.01, 0.00, -0.02], [0.01, -0.02, -0.01], [-0.02, -0.02, 0.01], [-0.01, -0.03, -0.01], [0.03, 0.00, -0.01], [0.04, -0.05, 0.05], [0.01, 0.04, 0.08], [0.01, 0.12, 0.00], [0.00, -0.01, -0.01], [-0.01, -0.01, 0.00], [-0.01, -0.01, 0.00], [0.00, -0.01, 0.01], [-0.03, 0.07, 0.08], [0.01, -0.05, 0.02], [0.00, 0.05, 0.02], [-0.07, -0.07, -0.03], [0.01, -0.01, 0.03], [0.00, -0.02, 0.02], [0.03, -0.02, 0.05], [-0.01, -0.05, 0.04], [0.02, 0.01, 0.01], [0.00, -0.03, -0.04], [0.02, 0.02, 0.04], [-0.03, 0.03, -0.01], [-0.02, 0.16, 0.10], [-0.07, -0.01, -0.15], [-0.47, 0.02, 0.22], [0.22, -0.08, -0.14], [-0.05, -0.03, 0.00], [-0.01, 0.00, -0.01], [0.01, 0.00, 0.00], [-0.02, 0.01, 0.00], [-0.01, -0.01, 0.00], [0.02, -0.01, 0.05], [0.02, 0.01, 0.00], [0.00, -0.04, 0.00], [0.00, -0.03, -0.02], [0.00, 0.00, 0.02], [0.00, 0.00, -0.01], [-0.02, 0.02, 0.00], [0.00, 0.01, -0.04], [0.02, 0.02, -0.04], [-0.01, -0.09, 0.06], [0.10, -0.03, 0.02], [0.03, -0.04, -0.02], [0.17, 0.04, 0.08], [0.10, 0.25, 0.12], [-0.09, -0.07, -0.04], [-0.01, -0.01, -0.02], [0.01, 0.00, 0.02], [-0.02, 0.01, 0.01], [-0.01, -0.15, -0.09], [0.04, 0.05, 0.12], [-0.04, -0.12, -0.06], [-0.03, -0.04, 0.01], [-0.01, 0.01, 0.01], [-0.01, -0.03, -0.01], [0.01, -0.07, 0.01], [0.00, 0.00, 0.01], [0.01, 0.01, 0.01], [0.00, 0.01, -0.01], [0.02, -0.02, -0.01], [0.01, -0.02, 0.00], [-0.01, -0.01, 0.01], [0.06, 0.10, -0.02], [0.03, 0.15, -0.08], [-0.06, 0.00, -0.04], [-0.01, 0.01, 0.00], [0.00, 0.05, 0.01], [0.01, 0.05, 0.02], [0.00, 0.00, 0.01], [0.03, 0.00, 0.02], [-0.01, -0.02, -0.02], [0.01, 0.01, -0.01], [0.02, 0.01, 0.00], [0.01, 0.00, 0.00], [0.00, 0.01, 0.00], [-0.02, 0.00, 0.01], [-0.08, 0.09, 0.05], [-0.03, -0.01, -0.02], [0.03, 0.00, 0.01], [0.01, -0.02, 0.18], [0.07, -0.02, -0.01], [0.00, 0.00, 0.00], [0.02, 0.00, 0.02], [0.00, 0.00, -0.02], [0.02, 0.01, -0.02], [-0.01, -0.03, 0.00], [-0.01, 0.01, -0.01], [0.00, -0.01, -0.01], [-0.05, -0.01, -0.02]],
  "total_energy_ha": -3237.537513,
  "gap_ev": [6.962, 7.266],
  "spin_multiplicity": 2,
  "total_charge": 1,
  "s2": 0.7555,
  "e_homo_ev": [-9.0, -9.5],
  "relative_energy_kj_mol": 0.0
}